ORCA calculation (the ωB97M-V functional and the def2-TZVPD basis) on an isolated molecule of C5H7NO3 in a non-equilibrium geometry.

Results
E_HOMO in eV: -9.368
SMILES: O=C(O)C(=O)N1CCC1
Kohn-Sham gap in eV: 9.36
Relative energy (zero: lowest compared OMol25 entry of this formula, charge and spin) in kJ/mol: 265.2

ORCA input file:
```
! wB97M-V def2-TZVPD RIJCOSX def2/J DEFGRID3
* xyz 0 1
O 2.98 -0.10 0.23
O 0.02 -0.01 -1.51
O 2.66 0.50 -1.98
C 2.24 0.02 -0.78
C 0.73 -0.20 -0.52
N 0.03 -0.65 0.71
C -1.27 -0.31 1.26
C 0.62 -0.85 2.02
C -0.60 -0.21 2.67
H 1.94 0.45 -2.58
H -1.75 0.56 0.93
H -1.85 -1.25 1.12
H 1.56 -0.32 2.10
H 0.65 -1.87 2.36
H -0.45 0.84 2.91
H -1.00 -0.67 3.56
*
```



ORCA calculation (the ωB97M-V functional and the def2-TZVPD basis) on an isolated molecule of C5H7NO4S in a non-equilibrium geometry.

Results
E_HOMO in eV: -9.335
Kohn-Sham gap in eV: 9.10
Relative energy (zero: lowest compared OMol25 entry of this formula, charge and spin) in kJ/mol: 336.0

ORCA input file:
```
! wB97M-V def2-TZVPD RIJCOSX def2/J DEFGRID3
* xyz 0 1
C 1.40 -0.89 -1.09
C 1.31 0.22 -0.28
C 0.33 -1.56 -1.43
C 0.24 0.58 0.44
C -2.01 -1.81 -1.11
N -3.01 -0.93 -0.89
O -0.24 2.55 2.30
O 1.48 2.82 0.57
O 1.84 1.29 2.51
O -0.89 -1.11 -1.13
S 0.74 2.02 1.44
H 2.31 -1.41 -1.23
H 2.13 1.04 -0.51
H 0.37 -2.49 -1.98
H -0.38 -0.03 1.00
H -3.93 -1.30 -0.78
H 1.31 0.92 3.23
H -2.99 0.09 -1.05
*
```



ORCA calculation (the ωB97M-V functional and the def2-TZVPD basis) on an isolated molecule of C5H7NOS in a non-equilibrium geometry.

Results
E_HOMO in eV: -8.802
SMILES: C[C@@H](S)c1cnco1
Kohn-Sham gap in eV: 9.45
Relative energy (zero: lowest compared OMol25 entry of this formula, charge and spin) in kJ/mol: 264.6

ORCA input file:
```
! wB97M-V def2-TZVPD RIJCOSX def2/J DEFGRID3
* xyz 0 1
C -2.12 -0.38 1.12
C -3.18 0.41 -0.49
C -1.33 -0.56 0.05
C 0.99 0.57 -0.73
C 0.02 -0.94 -0.16
N -3.35 0.11 0.72
O -1.96 -0.04 -1.05
S 0.76 -1.77 1.28
H -1.89 -0.67 2.22
H -3.94 0.76 -1.17
H 1.36 0.83 0.35
H 1.56 0.25 -1.54
H 0.13 1.19 -1.12
H 0.27 -1.74 -0.99
H 1.73 -2.47 0.69
*
```



> Among the records above, which one has the lowest relative energy (zero: lowest compared OMol25 entry of this formula, charge and spin)?

C5H7NOS



> The lowest Kohn-Sham gap belongs to which entry?

C5H7NO4S